Entry 1:
{"formula": "C2F3NNiO5S2", "method": "wB97M-V/def2-TZVPD", "total_charge": -1, "multiplicity": 4, "total_energy_ha": -3111.39691, "homo_ev": [-4.40, -4.77], "e_lumo_ev": [2.55, 1.56], "de_lowest_ev": 1.7381, "species": ["O", "C", "O", "Ni", "N", "S", "O", "O", "S", "O", "C", "F", "F", "F"], "positions_angstrom": [[-1.009, 0.683, 3.968], [-0.755, 1.681, 3.374], [-0.648, 2.833, 3.215], [-1.858, -0.997, 2.828], [0.645, -0.873, -0.256], [0.353, 0.207, 0.955], [0.493, 1.581, 0.341], [-1.172, -0.090, 1.495], [-0.318, -0.731, -1.578], [-0.899, -2.084, -1.938], [1.046, -0.586, -2.852], [1.757, 0.520, -2.655], [1.870, -1.628, -2.833], [0.495, -0.515, -4.065]], "forces_ev_per_a": [[0.643, 0.369, -0.910], [-0.965, 1.700, 2.458], [0.321, -1.868, -1.015], [-0.498, -0.871, 0.971], [-0.778, 0.355, 0.475], [1.894, 0.253, -1.763], [-1.228, -1.249, 1.289], [0.415, 1.412, -2.146], [-0.410, -1.506, 0.145], [0.591, 1.442, 0.311], [-0.425, -0.163, 0.899], [0.264, 0.330, -0.072], [0.280, -0.249, -0.109], [-0.104, 0.046, -0.534]]}


Entry 2:
{"formula": "C5H4N", "method": "wB97M-V/def2-TZVPD", "total_charge": 1, "total_energy_ha": -247.07883, "homo_ev": [-15.43, -15.43], "e_lumo_ev": [-7.31, -7.31], "de_lowest_ev": 4.9826, "species": ["C", "C", "C", "C", "C", "N", "H", "H", "H", "H"], "positions_angstrom": [[-2.739, -0.071, -0.508], [-1.683, -0.535, -1.174], [-0.536, 0.798, 0.694], [-1.860, 0.488, 0.243], [1.529, -0.419, -0.166], [0.183, 0.024, -0.024], [-0.408, 1.435, 1.509], [1.430, -1.159, -0.977], [2.227, 0.317, -0.376], [1.855, -0.878, 0.779]], "forces_ev_per_a": [[-0.233, 1.057, 1.388], [0.082, -1.125, -1.660], [2.004, -1.786, -1.067], [-1.252, -0.927, -1.475], [-1.250, -2.167, 0.094], [-1.908, 1.988, 1.871], [0.837, 1.137, 1.203], [0.810, 0.163, 0.420], [1.120, 1.783, -0.600], [-0.210, -0.124, -0.174]]}


Entry 3:
{"formula": "C34H64Cl3FN2O15P3S", "method": "wB97M-V/def2-TZVPD", "total_charge": 1, "total_energy_ha": -5473.69954, "homo_ev": -11.13, "e_lumo_ev": -5.65, "de_lowest_ev": 15.8358, "species": ["C", "C", "S", "C", "C", "C", "N", "C", "O", "C", "C", "O", "O", "C", "C", "C", "C", "Cl", "C", "F", "N", "C", "Cl", "C", "C", "Cl", "H", "H", "H", "H", "H", "H", "H", "H", "H", "H", "H", "H", "H", "H", "H", "H", "H", "H", "H", "O", "P", "O", "C", "C", "O", "C", "C", "O", "C", "C", "H", "H", "H", "H", "H", "H", "H", "H", "H", "H", "H", "H", "H", "H", "H", "O", "P", "O", "C", "C", "O", "C", "C", "O", "C", "C", "H", "H", "H", "H", "H", "H", "H", "H", "H", "H", "H", "H", "H", "H", "H", "O", "P", "O", "C", "C", "O", "C", "C", "O", "C", "C", "H", "H", "H", "H", "H", "H", "H", "H", "H", "H", "H", "H", "H", "H", "H"], "positions_angstrom": [[1.451, -2.504, 1.728], [1.572, -0.971, 1.088], [0.081, -0.451, 0.080], [-0.175, 1.440, 0.176], [1.266, 2.107, 0.650], [2.441, 2.121, -0.541], [2.156, 1.573, -1.922], [1.549, 2.557, -2.709], [0.592, 3.241, -3.396], [3.944, 2.753, -0.228], [5.066, 2.802, -1.422], [5.604, 1.652, -1.841], [5.493, 4.096, -2.023], [4.157, 3.323, 1.316], [5.640, 3.991, 1.703], [5.481, 5.526, 2.336], [6.733, 6.476, 1.869], [8.287, 5.688, 2.583], [2.904, 3.249, 2.412], [3.244, 3.801, 3.773], [1.518, 2.669, 2.066], [0.422, 2.693, 3.138], [-0.187, 0.961, 3.581], [-0.841, 3.711, 2.729], [-2.316, 3.083, 3.079], [-0.612, 5.324, 3.673], [2.524, -2.857, 2.115], [0.759, -2.535, 2.693], [1.053, -3.273, 0.925], [1.838, -0.272, 1.988], [2.489, -1.009, 0.328], [-0.463, 1.770, -0.934], [-1.047, 1.587, 0.941], [5.128, 4.821, -1.433], [6.273, 4.144, 0.705], [6.231, 3.262, 2.422], [5.521, 5.433, 3.516], [4.445, 6.018, 2.003], [6.616, 7.569, 2.310], [6.891, 6.492, 0.709], [0.813, 3.130, 4.178], [-0.682, 3.943, 1.579], [-2.647, 2.295, 2.268], [-3.097, 3.985, 3.031], [-2.388, 2.665, 4.176], [3.100, 2.606, -10.117], [3.200, 2.045, -8.677], [3.350, 3.538, -7.983], [2.144, 4.249, -7.741], [1.310, 3.591, -6.657], [4.805, 1.635, -8.879], [5.354, 1.450, -10.183], [5.909, 2.757, -10.733], [3.311, 1.418, -7.069], [4.553, 1.305, -6.367], [5.356, 2.590, -6.210], [1.573, 4.335, -8.672], [2.420, 5.259, -7.426], [0.945, 2.605, -6.980], [0.441, 4.207, -6.412], [1.900, 3.438, -5.747], [4.622, 1.000, -10.858], [6.172, 0.723, -10.098], [5.225, 3.600, -10.597], [6.130, 2.661, -11.801], [6.833, 3.029, -10.212], [5.157, 0.515, -6.826], [4.302, 0.945, -5.364], [5.679, 3.010, -7.167], [6.264, 2.402, -5.626], [4.768, 3.361, -5.705], [-1.103, -5.252, -0.971], [-2.232, -6.211, -1.423], [-2.764, -6.493, 0.117], [-3.651, -5.530, 0.668], [-4.999, -5.540, -0.031], [-1.165, -7.479, -1.619], [0.229, -7.239, -1.806], [0.962, -7.198, -0.472], [-3.493, -7.282, -1.927], [-3.387, -8.705, -1.824], [-3.105, -9.259, -0.433], [-3.194, -4.536, 0.616], [-3.786, -5.780, 1.725], [-4.907, -5.211, -1.075], [-5.699, -4.870, 0.473], [-5.425, -6.549, -0.043], [0.397, -6.335, -2.393], [0.629, -8.067, -2.406], [0.449, -6.585, 0.276], [1.975, -6.806, -0.602], [1.032, -8.203, -0.043], [-2.650, -9.066, -2.550], [-4.352, -9.105, -2.152], [-2.141, -8.934, -0.032], [-3.085, -10.354, -0.456], [-3.871, -8.939, 0.280], [-4.608, 0.748, 4.853], [-5.814, -0.058, 5.392], [-6.180, 1.052, 6.562], [-6.963, 2.165, 6.156], [-8.381, 1.756, 5.797], [-4.823, -1.093, 6.248], [-3.451, -1.253, 5.890], [-2.572, -0.253, 6.627], [-7.162, -0.959, 5.995], [-7.097, -1.743, 7.191], [-6.681, -1.004, 8.457], [-6.480, 2.669, 5.313], [-6.988, 2.868, 6.994], [-8.395, 1.115, 4.904], [-8.995, 2.635, 5.591], [-8.842, 1.188, 6.613], [-3.317, -1.195, 4.808], [-3.151, -2.270, 6.176], [-2.975, 0.764, 6.605], [-1.566, -0.234, 6.197], [-2.490, -0.523, 7.685], [-6.460, -2.617, 7.016], [-8.106, -2.135, 7.351], [-5.666, -0.599, 8.399], [-6.702, -1.681, 9.317], [-7.349, -0.162, 8.658]], "forces_ev_per_a": [[-0.156, -0.111, 0.282], [2.213, -0.927, 0.619], [0.339, 0.279, 0.473], [0.956, 0.291, 0.836], [2.024, 0.816, -1.276], [1.506, 1.881, 3.018], [-2.552, 6.468, -1.520], [-5.853, 0.116, -1.045], [8.700, -5.717, 5.716], [-4.033, -0.025, 3.003], [3.291, -4.385, -2.379], [-3.887, 7.995, 2.862], [-2.107, -2.993, 3.121], [-2.062, -0.856, -0.901], [-0.566, 0.453, -0.311], [0.114, -0.135, 0.368], [-0.699, -0.180, 0.228], [-1.393, 0.856, -0.678], [1.845, -0.194, -2.213], [-1.962, -2.269, -4.959], [3.222, 0.244, -1.805], [-0.993, 1.008, 1.819], [0.973, 1.860, -0.834], [-0.053, -0.988, -0.746], [-0.519, 1.152, -0.105], [-0.012, -1.772, -1.043], [-2.290, 0.947, -1.119], [1.262, 0.214, -2.253], [0.823, 1.617, 1.704], [-0.681, -1.077, -1.874], [-1.933, 0.247, 1.745], [0.800, -0.490, 2.627], [1.903, 0.174, -1.515], [0.418, -1.051, -0.970], [-1.513, -0.791, 2.020], [-1.342, 1.592, -1.532], [-0.237, 0.353, -2.545], [2.302, -1.080, 0.696], [0.385, -2.473, -0.986], [-0.379, 0.039, 2.275], [-0.267, -1.116, -2.678], [-0.647, -0.243, 2.484], [0.788, 1.455, 1.835], [1.815, -1.966, -0.038], [0.329, 0.665, -2.379], [-3.847, -2.624, 1.058], [8.354, 4.272, 0.542], [-0.992, 0.235, 0.010], [-0.161, 0.305, 0.172], [-0.107, -0.147, 0.099], [-1.012, -1.100, 0.197], [0.429, 0.094, -0.434], [0.132, 0.188, 0.065], [-2.767, -0.998, -1.626], [1.024, -0.422, 0.003], [-0.057, 0.305, -0.269], [0.022, 0.067, 0.019], [0.117, -0.122, -0.109], [0.015, 0.152, 0.094], [0.031, -0.011, -0.055], [-0.085, 0.051, -0.226], [-0.003, 0.222, 0.103], [-0.171, 0.127, 0.264], [-0.106, -0.270, -0.095], [0.004, -0.003, 0.125], [-0.046, -0.112, -0.078], [-0.066, 0.264, 0.024], [-0.419, 0.005, -0.145], [-0.119, -0.178, 0.165], [-0.212, -0.194, 0.059], [0.056, -0.091, 0.039], [-2.827, 2.299, -3.038], [3.769, -6.803, 5.427], [-0.471, 0.928, 0.066], [-0.331, 0.043, 0.299], [-0.147, -0.016, -0.141], [-0.528, 0.619, -1.212], [0.487, -0.132, 0.121], [0.028, -0.122, 0.220], [-0.062, 3.255, -1.450], [0.575, -1.081, -0.286], [0.162, 0.297, 0.303], [0.023, 0.012, 0.063], [0.153, -0.069, -0.113], [-0.070, -0.040, 0.150], [0.067, 0.004, -0.012], [0.103, 0.211, 0.010], [-0.088, -0.016, 0.215], [-0.310, 0.017, 0.127], [0.002, 0.085, -0.280], [-0.071, -0.080, -0.005], [0.043, 0.079, -0.118], [-0.064, 0.088, 0.243], [-0.086, 0.484, -0.043], [-0.180, -0.037, -0.181], [-0.159, 0.130, -0.219], [0.015, -0.109, -0.116], [-2.971, -0.723, -3.596], [3.921, -0.093, 8.651], [-0.344, 0.551, -0.748], [-0.360, 0.378, 0.147], [-0.153, -0.097, -0.057], [-0.509, -0.564, -1.213], [0.409, -0.040, 0.196], [0.026, 0.101, 0.236], [-0.075, 0.816, -3.514], [0.506, -0.961, 0.702], [0.199, 0.405, -0.069], [0.023, 0.054, 0.040], [0.142, -0.155, -0.029], [-0.054, 0.100, 0.114], [0.076, -0.026, -0.013], [0.111, 0.125, -0.165], [-0.064, 0.170, 0.116], [-0.287, 0.142, 0.076], [-0.030, -0.169, -0.229], [-0.039, -0.048, 0.071], [0.039, -0.044, -0.145], [-0.037, 0.246, 0.078], [-0.070, 0.269, -0.418], [-0.199, -0.142, -0.066], [-0.179, -0.077, -0.232], [0.003, -0.164, 0.016]]}


Entry 4:
{"formula": "C41H29ClN3O4SSbTl", "method": "wB97M-V/def2-TZVPD", "total_charge": -1, "total_energy_ha": -3316.21100, "homo_ev": -5.33, "e_lumo_ev": 1.83, "de_lowest_ev": 0.3902, "species": ["Tl", "O", "C", "O", "C", "C", "C", "N", "C", "C", "C", "C", "C", "C", "C", "N", "C", "C", "C", "C", "C", "N", "H", "H", "H", "H", "H", "H", "H", "H", "H", "H", "Cl", "C", "C", "C", "C", "C", "C", "C", "O", "O", "H", "H", "H", "H", "S", "Sb", "C", "C", "C", "C", "C", "C", "C", "C", "C", "C", "C", "C", "C", "C", "C", "C", "C", "C", "H", "H", "H", "H", "H", "H", "H", "H", "H", "H", "H", "H", "H", "H", "H"], "positions_angstrom": [[-0.934, 2.345, 0.536], [1.765, 9.836, -0.308], [2.502, 8.900, 0.062], [3.623, 8.889, 0.549], [1.808, 7.498, -0.169], [0.436, 7.301, -0.350], [-0.076, 6.028, -0.509], [0.747, 4.957, -0.380], [2.018, 5.132, -0.132], [2.616, 6.361, -0.072], [2.837, 3.909, 0.159], [4.013, 3.670, -0.552], [4.760, 2.527, -0.456], [4.249, 1.585, 0.447], [3.092, 1.870, 1.117], [2.374, 2.980, 0.997], [-1.489, 5.776, -0.745], [-2.355, 6.827, -0.981], [-3.715, 6.598, -1.237], [-4.170, 5.295, -1.293], [-3.221, 4.283, -1.122], [-1.935, 4.492, -0.800], [-0.179, 8.197, -0.391], [3.663, 6.542, 0.147], [4.316, 4.420, -1.288], [5.707, 2.397, -0.991], [4.747, 0.673, 0.557], [2.666, 1.070, 1.729], [-2.039, 7.864, -0.983], [-4.471, 7.391, -1.418], [-5.231, 5.039, -1.361], [-3.541, 3.259, -1.103], [-8.526, -2.909, 0.956], [-7.074, -1.903, 0.719], [-6.215, -2.170, -0.314], [-5.063, -1.439, -0.424], [-4.821, -0.344, 0.444], [-5.768, -0.035, 1.400], [-6.868, -0.832, 1.602], [-3.547, 0.480, 0.232], [-2.573, -0.098, -0.310], [-3.503, 1.643, 0.684], [-6.377, -3.078, -0.918], [-4.286, -1.614, -1.169], [-5.622, 0.845, 2.017], [-7.528, -0.670, 2.419], [1.127, -1.234, -1.327], [1.331, -3.255, -0.452], [1.899, -3.307, 1.586], [2.205, -4.453, 2.301], [2.723, -4.283, 3.555], [2.868, -3.040, 4.113], [2.437, -1.899, 3.457], [1.983, -2.022, 2.169], [-0.460, -4.476, -0.631], [-0.642, -5.864, -0.419], [-1.843, -6.542, -0.362], [-3.019, -5.792, -0.515], [-2.886, -4.418, -0.769], [-1.641, -3.781, -0.784], [2.877, -4.314, -1.381], [4.057, -3.606, -1.544], [5.165, -4.209, -2.134], [5.106, -5.535, -2.513], [3.889, -6.219, -2.368], [2.766, -5.621, -1.789], [2.068, -5.396, 1.808], [3.063, -5.119, 4.125], [3.282, -3.027, 5.108], [2.519, -0.924, 3.940], [1.714, -1.117, 1.617], [0.216, -6.431, -0.132], [-1.929, -7.576, -0.116], [-4.010, -6.191, -0.619], [-3.740, -3.818, -0.962], [-1.567, -2.712, -0.883], [4.097, -2.516, -1.382], [6.020, -3.620, -2.372], [5.905, -6.097, -2.986], [3.765, -7.231, -2.694], [1.844, -6.143, -1.644]], "forces_ev_per_a": [[-0.009, -0.207, -0.103], [0.073, 0.229, 0.096], [-1.986, -0.005, -0.883], [1.014, -0.261, 0.387], [0.734, -0.564, 0.495], [0.382, 1.001, -0.262], [2.059, -0.585, 0.673], [-1.876, -0.349, -0.043], [0.796, -0.775, 0.440], [-0.140, 1.600, 0.119], [-0.050, -0.965, -0.440], [0.438, 1.635, -1.400], [-0.359, -0.401, 1.152], [0.665, 1.204, -1.118], [-0.684, -0.817, 0.373], [-0.228, 0.449, -0.064], [-1.069, -0.852, -0.526], [-1.317, 0.847, -0.369], [-0.386, 0.051, -0.112], [0.334, -0.411, 0.209], [0.120, 0.451, 0.815], [-0.490, 0.638, -0.434], [0.170, -0.163, 0.033], [-0.018, -0.228, -0.015], [-0.073, -0.062, 0.333], [-0.539, -0.044, 0.091], [0.510, -1.391, 0.402], [0.033, 0.385, 0.129], [0.245, -0.253, 0.073], [0.979, -0.276, 0.301], [0.431, 0.108, -0.294], [-0.048, -0.421, -0.072], [0.636, 0.331, -0.147], [-1.068, 0.554, 1.189], [0.012, -1.678, -0.419], [1.089, 1.568, 0.472], [0.011, -0.510, -1.389], [0.490, 0.620, 0.393], [-0.091, -1.163, -1.061], [1.001, -0.958, 0.157], [-0.519, -0.011, -0.154], [-0.526, 0.928, 0.317], [-0.035, 0.706, 0.127], [-0.309, -0.164, 0.102], [0.127, -0.079, 0.013], [-0.552, 0.167, 0.383], [-0.053, 0.432, 0.039], [-0.902, -1.019, -0.057], [-0.491, 1.408, -0.155], [-0.183, 0.839, -1.107], [0.267, -0.556, 0.332], [-0.146, 0.192, 0.629], [0.525, 0.231, 0.642], [-0.176, -0.407, -0.660], [-0.688, -1.016, 0.455], [1.270, 0.110, 0.604], [-1.133, 1.531, 0.035], [0.870, 1.306, -1.141], [0.722, -0.757, 0.253], [-0.115, 0.438, -0.092], [-0.038, 0.585, 0.493], [0.469, 0.658, -0.737], [-0.416, -0.047, 0.061], [-1.174, -1.005, -0.215], [-0.222, 0.276, 0.388], [1.115, -0.040, -0.194], [0.125, -0.566, 0.142], [0.070, -0.600, 0.268], [0.061, 0.402, 0.147], [-0.055, -0.213, -0.164], [-0.031, -0.437, -0.084], [0.679, -0.504, -0.118], [0.346, -0.635, 0.005], [-0.203, -0.509, 0.391], [-0.687, 0.325, 0.037], [-0.401, 0.456, -0.215], [-0.123, -0.619, 0.245], [0.605, 0.304, 0.100], [0.169, 0.449, 0.096], [0.288, -0.488, -0.221], [-0.321, -0.401, -0.170]]}